ORCA calculation (ωB97M-V/def2-TZVPD) on one molecule with the formula C6H9NS at a distorted geometry.

Structure (ORCA input):
```
! RIJCOSX wB97M-V def2-TZVPD def2/J DEFGRID3
* xyz 0 1
C 1.203 0.507 -0.267
C 2.933 -1.116 0.048
C 2.499 0.154 0.140
C -1.420 1.453 -0.586
C -1.424 -0.130 -0.561
C -1.673 -0.694 0.894
N -0.343 -0.840 -1.103
S 0.264 1.877 -0.016
H 3.979 -1.403 0.293
H 2.278 -1.832 -0.237
H 3.076 0.975 0.494
H -1.558 1.940 -1.676
H -2.156 2.028 0.064
H -2.291 -0.377 -1.136
H -0.745 -0.618 1.473
H -2.035 -1.669 0.930
H -2.587 -0.255 1.246
*
```

Values from the calculation:
- E: -686.696871 hartree
- Energy above the lowest of the compared OMol25 structures with the same formula, charge and spin: 7.2368 eV
- HOMO-LUMO gap (alpha / beta): 6.72 / 5.21 eV

ORCA calculation (ωB97M-V/def2-TZVPD) on C28H44BF9IrN2OP2 as an isolated structure at a distorted geometry.

Structure (ORCA input):
```
! RIJCOSX wB97M-V def2-TZVPD def2/J DEFGRID3
* xyz 1 5
Ir 0.863 -0.858 -0.003
C -1.035 0.683 -2.535
C 0.207 0.122 -3.250
C 0.509 0.969 -4.485
C -0.173 -1.273 -3.794
P 1.539 -0.041 -1.921
C 2.226 1.721 -1.652
N 1.426 2.168 -0.525
B 0.674 1.142 0.261
N -0.111 1.978 1.244
C -1.072 1.404 2.176
P -1.936 0.169 0.983
C -2.539 -1.228 2.127
C -3.954 -1.746 1.833
C -2.396 -1.005 3.637
C -1.614 -2.333 1.530
C -3.623 1.320 0.721
C -4.405 1.678 2.016
C -4.598 0.693 -0.299
C -3.182 2.673 0.049
C 0.330 3.275 1.172
C -0.176 4.424 1.812
C 0.384 5.670 1.459
C 1.359 5.763 0.459
C 1.793 4.681 -0.301
C 1.291 3.410 0.063
C 2.973 -1.141 -2.369
C 2.440 -2.602 -2.436
C 4.062 -1.036 -1.234
C 3.703 -0.907 -3.683
H -1.878 0.544 -3.197
H -1.234 0.223 -1.574
H -0.949 1.782 -2.353
H -0.301 0.895 -5.191
H 0.640 2.033 -4.242
H 1.434 0.666 -5.012
H -1.101 -1.164 -4.373
H 0.595 -1.673 -4.444
H -0.373 -1.999 -2.997
H 3.253 1.515 -1.330
H 2.294 2.387 -2.534
H -0.605 0.821 3.033
H -1.777 2.173 2.609
H -4.733 -1.075 2.168
H -4.110 -1.922 0.794
H -4.094 -2.694 2.382
H -3.033 -0.165 3.965
H -2.792 -1.899 4.100
H -1.386 -0.851 3.981
H -2.210 -3.175 1.179
H -1.004 -2.031 0.654
H -0.848 -2.692 2.258
H -4.803 0.807 2.552
H -3.802 2.209 2.758
H -5.247 2.302 1.790
H -5.010 -0.277 0.031
H -5.438 1.368 -0.423
H -4.134 0.572 -1.264
H -2.476 3.245 0.641
H -2.780 2.531 -0.969
H -4.040 3.348 -0.059
H -0.898 4.409 2.616
H 0.143 6.554 2.041
H 1.726 6.751 0.238
H 2.502 4.843 -1.118
H 1.884 -2.890 -1.518
H 1.900 -2.792 -3.372
H 3.335 -3.197 -2.443
H 3.614 -0.979 -0.219
H 4.677 -1.947 -1.298
H 4.668 -0.168 -1.407
H 3.118 -1.148 -4.569
H 4.108 0.106 -3.791
H 4.563 -1.580 -3.642
F 2.010 -3.827 4.277
C 2.000 -2.676 3.559
F 2.949 -1.805 4.038
F 0.790 -2.051 3.802
C 2.110 -2.886 2.012
O 1.522 -1.832 1.461
C 3.638 -3.115 1.544
F 4.353 -3.943 2.338
F 4.348 -1.986 1.415
F 3.590 -3.683 0.288
C 1.293 -4.136 1.565
F 2.049 -5.272 1.506
F 0.774 -3.906 0.328
F 0.215 -4.424 2.368
*
```

Values from the calculation:
- E: -2988.440099 hartree
- HOMO-LUMO gap (alpha / beta): 5.95 / 5.71 eV

ORCA calculation (ωB97M-V/def2-TZVPD) on C44H28N4O4RhS as an isolated structure at a distorted geometry.

Structure (ORCA input):
```
! RIJCOSX wB97M-V def2-TZVPD def2/J DEFGRID3
* xyz -1 1
Rh -0.263 -0.168 0.024
C -1.704 4.833 -5.683
C -0.569 5.084 -4.928
C -0.220 4.231 -3.891
C -1.001 3.118 -3.603
C -2.140 2.869 -4.364
C -2.489 3.724 -5.397
C -0.641 2.204 -2.484
C -0.098 0.956 -2.819
C 0.057 0.467 -4.142
C 0.423 -0.845 -4.045
C 0.537 -1.137 -2.663
N 0.251 -0.031 -1.932
C 0.890 -2.411 -2.130
C 1.305 -2.610 -0.848
C 1.721 -3.861 -0.267
C 2.152 -3.581 0.982
C 1.949 -2.156 1.190
C 2.118 -1.471 2.449
C 3.259 -1.755 3.316
C 4.180 -2.797 3.076
C 5.257 -3.040 3.910
C 5.511 -2.234 5.010
C 4.684 -1.139 5.213
C 3.608 -0.894 4.380
C 1.156 -0.503 2.816
N 0.388 0.233 1.987
C -0.450 1.010 2.760
C -1.247 2.031 2.315
C -2.184 2.686 3.265
C -3.431 2.101 3.474
C -4.333 2.684 4.352
C -4.000 3.852 5.025
C -2.761 4.439 4.817
C -1.855 3.857 3.941
C -1.253 2.495 0.967
C -1.825 3.730 0.534
C -1.615 3.811 -0.812
C -0.938 2.611 -1.194
N -0.709 1.849 -0.077
C -0.257 0.662 4.149
C 0.753 -0.231 4.196
N 1.453 -1.606 0.091
C 0.732 -3.583 -3.029
C -0.423 -4.353 -2.924
C -0.597 -5.457 -3.746
C 0.376 -5.797 -4.676
C 1.525 -5.029 -4.784
C 1.704 -3.924 -3.963
H -1.979 5.499 -6.491
H 0.049 5.946 -5.147
H 0.666 4.422 -3.298
H -2.746 2.002 -4.132
H -3.379 3.524 -5.981
H -0.109 1.043 -5.037
H 0.611 -1.542 -4.843
H 1.672 -4.821 -0.756
H 2.466 -4.290 1.729
H 4.088 -3.423 2.206
H 5.918 -3.865 3.678
H 6.354 -2.427 5.661
H 4.892 -0.442 6.017
H 3.063 0.024 4.535
H -3.677 1.191 2.939
H -5.299 2.223 4.512
H -4.705 4.306 5.710
H -2.495 5.349 5.340
H -0.884 4.308 3.777
H -2.325 4.439 1.172
H -1.911 4.601 -1.481
H -0.829 1.065 4.968
H 1.137 -0.733 5.067
H -1.180 -4.071 -2.199
H -1.497 -6.051 -3.658
H 0.239 -6.660 -5.315
H 2.288 -5.292 -5.506
H 2.601 -3.322 -4.037
O -3.278 -0.922 1.172
S -2.490 -1.613 0.180
O -3.109 -2.777 -0.405
O -2.043 -0.646 -0.941
O -1.096 -1.971 0.724
*
```

Values from the calculation:
- E: -2722.306929 hartree
- HOMO-LUMO gap (alpha / beta): 5.06 / 5.06 eV

Number 1 is which compound? C6H9NS

Please write out number 1 again, unchanged.
ORCA calculation (ωB97M-V/def2-TZVPD) on one molecule with the formula C6H9NS at a distorted geometry.

Structure (ORCA input):
```
! RIJCOSX wB97M-V def2-TZVPD def2/J DEFGRID3
* xyz 0 1
C 1.203 0.507 -0.267
C 2.933 -1.116 0.048
C 2.499 0.154 0.140
C -1.420 1.453 -0.586
C -1.424 -0.130 -0.561
C -1.673 -0.694 0.894
N -0.343 -0.840 -1.103
S 0.264 1.877 -0.016
H 3.979 -1.403 0.293
H 2.278 -1.832 -0.237
H 3.076 0.975 0.494
H -1.558 1.940 -1.676
H -2.156 2.028 0.064
H -2.291 -0.377 -1.136
H -0.745 -0.618 1.473
H -2.035 -1.669 0.930
H -2.587 -0.255 1.246
*
```

Values from the calculation:
- E: -686.696871 hartree
- Energy above the lowest of the compared OMol25 structures with the same formula, charge and spin: 7.2368 eV
- HOMO-LUMO gap (alpha / beta): 6.72 / 5.21 eV

The highest E belongs to which entry? C6H9NS

Among the records above, which one has the highest E? C6H9NS